The following is a quantum chemistry calculation of 4 unconnected molecules or ions with the total composition C26H27ClN7O9, from the Open Molecules 2025 dataset.

ORCA input file:
```
! wB97M-V def2-TZVPD RIJCOSX def2/J DEFGRID3
* xyz 1 1
Cl -7.8374 -3.1517 -1.5864
O -0.1345 0.8632 1.4686
O -8.4370 -2.3215 -4.1440
O 8.0872 -2.3425 1.3243
O 6.5154 -3.8273 1.6961
O 1.4841 1.0816 0.0037
O -4.3755 -0.7652 -1.0892
O 5.9095 1.4902 -2.5949
O -3.9344 1.7052 -1.0379
O 4.2856 0.0496 -2.2773
N -8.2632 1.6663 -0.0702
N 0.9540 0.5291 0.9792
N 4.7443 1.0987 -2.7532
N -7.0371 2.3203 -0.1532
N -9.6249 -0.0726 -1.3921
N 7.3444 -2.9888 2.0780
N -7.2753 0.6807 -2.1327
C 2.1254 3.5482 -5.0385
C 7.6215 -2.2373 6.2540
C -8.4881 0.6799 -1.2286
C 3.0395 -2.6963 2.8035
C -3.5368 0.2901 -0.9778
C -8.7541 -2.1332 -2.8344
C -4.9303 1.9622 -2.0933
C 1.0954 -1.2613 2.6910
C -6.4197 1.7040 -1.3926
C 6.7358 -3.2069 5.7807
C 2.5079 1.5511 -3.7283
C 6.6455 -3.4629 4.4110
C -9.9234 -1.0255 -2.5284
C 8.4279 -1.5242 5.3656
C 3.6031 -2.0349 1.7113
C 3.4594 3.9244 -4.8728
C 1.6503 2.3646 -4.4714
C 1.6670 -0.5940 1.5995
C -6.4031 3.3858 0.7260
C 3.8443 1.9367 -3.5547
C 4.3258 3.1205 -4.1293
C -1.9402 -0.1204 -0.6958
C 8.3485 -1.7734 3.9941
C 1.7880 -2.3152 3.2905
C 7.4507 -2.7402 3.5207
C 2.9187 -0.9815 1.1018
H -8.9387 1.8718 0.7128
H 3.3715 -0.4761 0.2515
H -6.4539 4.3964 0.0929
H 3.8229 4.8468 -5.3204
H -10.8985 -1.6336 -2.2120
H 0.6097 2.0773 -4.6063
H 3.5794 -3.5134 3.2790
H 9.1167 -0.7711 5.7423
H 8.9837 -1.2091 3.3147
H 2.1223 0.6319 -3.2928
H -7.0254 3.6178 1.7122
H -5.2697 3.2150 0.9617
H -1.2173 0.7825 -0.9447
H -4.8172 3.0815 -2.4841
H 1.4515 4.1820 -5.6124
H -10.3925 0.0709 -0.6727
H 0.1225 -0.9742 3.0844
H -10.1877 -0.4015 -3.4901
H 5.9480 -4.2195 4.0577
H -1.8156 -0.4923 0.4305
H 4.5782 -2.3387 1.3366
H -1.7190 -1.0815 -1.3616
H 1.3541 -2.8375 4.1403
H 6.1128 -3.7605 6.4797
H -4.7469 1.1659 -2.9370
H 7.6828 -2.0354 7.3221
H 5.3619 3.4292 -4.0067
*
```

- E_LUMO: -3.57 eV
- Kohn-Sham gap: 0.284 hartree



The following is a quantum chemistry calculation of a molecular structure, C26H27CsN2O9, from the Open Molecules 2025 dataset.

ORCA input file:
```
! wB97M-V def2-TZVPD RIJCOSX def2/J DEFGRID3
* xyz -2 1
Cs -0.4643 -0.7082 -1.6161
O -2.3800 -2.8943 -2.2488
O -3.1675 1.0865 -0.7917
O -1.7801 1.4524 -3.4057
O 2.3840 -1.0091 -2.3377
O 2.5681 -0.8913 0.4939
O -6.0191 1.4455 -1.3062
O -3.8001 1.4381 -5.4894
O -1.7850 -3.3265 -1.1456
O -6.4418 1.6003 -4.1969
N -2.1352 -1.0169 3.9205
N -1.1907 -0.6116 1.5713
C 5.7547 -3.3901 -2.1444
C 1.0894 2.8615 0.7529
C -2.3254 -1.5403 1.4948
C -0.1538 -1.1783 2.4306
C 1.5618 2.5340 -1.5830
C 4.3432 -1.9731 1.5815
C -0.7292 -1.4320 3.8509
C -0.4525 3.6587 -0.8919
C -5.1532 1.3713 -2.1564
C -3.6757 1.2165 -1.8849
C -2.9742 1.3383 -3.2139
C -2.8951 -1.7819 2.9190
C -0.0868 3.5405 0.4458
C 3.3852 -1.7495 -2.2251
C -2.2166 0.4059 3.5728
C -0.9434 4.1563 1.5227
C -4.0224 1.4017 -4.2962
C 5.2082 -2.8789 -0.9939
C 1.9021 2.3462 -0.2504
C 5.1154 -3.1021 -3.3709
C 4.0478 -2.0764 -0.9682
C -5.3718 1.4566 -3.6405
C 3.5573 -1.5897 0.3142
C -1.6496 0.6514 2.1481
C 3.9934 -2.3297 -3.4091
C 0.3742 3.1794 -1.8973
H -2.3966 1.0788 1.4798
H 4.4078 -3.0552 1.7094
H 6.6469 -4.0028 -2.1084
H 0.0619 3.2707 -2.9292
H -3.2639 0.7116 3.6426
H 5.5200 -3.5003 -4.2969
H 2.7838 1.7759 0.0100
H 5.7046 -3.1114 -0.0596
H 3.4978 -2.1079 -4.3474
H -1.6576 0.9677 4.3282
H -0.1746 -0.8744 4.6120
H 2.1862 2.1248 -2.3668
H 0.6922 -0.4884 2.4482
H -0.7567 5.2315 1.5962
H 0.2041 -2.0997 1.9680
H 5.3613 -1.5776 1.5584
H 1.3650 2.7128 1.7921
H -0.6796 -2.4910 4.1179
H -2.8432 -2.8383 3.1946
H -2.0033 4.0152 1.3049
H -3.9417 -1.4753 2.9877
H -0.7939 1.3290 2.1773
H -1.9936 -2.4604 1.0136
H 3.8089 -1.5428 2.4257
H -0.7365 3.7179 2.5003
H -1.3958 4.1289 -1.1480
H -3.0745 -1.1002 0.8346
*
```

- E_LUMO (spin up / spin down): 3.76 / 2.99 eV
- ΔE to the lowest compared entry with this formula, charge and spin: 3.61 kJ/mol
- Kohn-Sham gap (spin up / spin down): 0.162 / 0.154 hartree



The following is a quantum chemistry calculation of a molecular structure, C26H27IrN3O7P3S2, from the Open Molecules 2025 dataset.

ORCA input file:
```
! wB97M-V def2-TZVPD RIJCOSX def2/J DEFGRID3
* xyz -1 2
Ir -0.6959 -0.6471 0.7896
S -0.6635 -2.2334 -0.8003
S -1.3817 -2.6431 2.2550
P 2.1855 -0.3681 -1.0633
P -2.8270 0.8262 2.8100
P -4.1207 0.1026 0.2397
O -1.4115 0.8291 2.3135
O -5.3893 1.3505 2.3500
O -4.4615 0.7048 -1.0621
O -5.2875 -0.9356 0.6873
O -2.9723 1.8796 3.9990
O -3.3320 -0.5019 3.4924
O -2.8402 -0.6603 0.5299
N 3.5755 0.6992 5.3648
N 1.6313 -0.3287 4.2498
N 0.9321 -0.8091 1.9730
C 0.8002 0.7137 -1.5459
C -1.3307 1.6600 -1.0077
C -0.3513 0.7199 -0.7014
C 1.3224 -0.4966 3.0304
C 3.1297 -1.3272 -3.4887
C 4.8261 0.7807 -4.0666
C 0.8595 1.5292 -2.6720
C -2.2355 -4.3353 -1.3764
C -1.2494 2.4916 -2.1166
C 4.6360 2.2868 1.8271
C 2.6852 0.2399 4.7807
C -1.7033 -3.4512 -0.2774
C 4.6893 -0.2620 -4.9741
C -3.8991 2.7776 1.1706
C -2.9543 -4.7570 1.4748
C -4.1491 1.3521 1.6523
C -2.0404 -3.6366 1.0563
C 3.1483 0.7694 0.0099
C 3.8380 -1.3179 -4.6831
C -0.1666 2.4144 -2.9677
C 4.3599 0.2937 0.5131
C 4.1109 0.7701 -2.8777
C 2.7027 2.0217 0.4137
C 5.1015 1.0454 1.4080
C 3.2498 -0.2839 -2.5723
C 3.4409 2.7725 1.3221
H -2.2152 1.7306 -0.4062
H -4.3678 2.9311 0.1992
H -6.0565 -0.7516 0.1335
H 5.4879 1.6091 -4.2892
H -5.6132 0.4304 2.5418
H -3.0689 -4.7592 2.5563
H 6.0300 0.6559 1.8061
H -2.8349 2.9913 1.0838
H 2.4672 -2.1543 -3.2567
H -3.0365 -3.8166 -1.9085
H -0.1099 3.0441 -3.8475
H 5.1842 2.8469 2.5717
H -2.1494 1.9304 4.5041
H 1.7257 1.4834 -3.3208
H 5.2488 -0.2531 -5.9016
H 4.7112 -0.6887 0.2140
H -1.4527 -4.5536 -2.1039
H -2.0562 3.1868 -2.3186
H 4.2211 1.5879 -2.1756
H 3.7283 -2.1365 -5.3840
H -2.6285 -5.2743 -0.9931
H -2.5599 -5.7288 1.1691
H 3.0678 3.7359 1.6480
H -2.9789 -1.3192 3.0602
H 1.7652 2.4090 0.0343
H -3.9412 -4.6341 1.0222
H -4.3297 3.4616 1.9019
*
```

- E_LUMO (spin up / spin down): 2.42 / 0.84 eV
- ΔE to the lowest compared entry with this formula, charge and spin: 246.82 kJ/mol
- Kohn-Sham gap (spin up / spin down): 0.271 / 0.227 hartree



The following is a quantum chemistry calculation of a molecular structure, C26H28AgAsN3OSe, from the Open Molecules 2025 dataset.

ORCA input file:
```
! wB97M-V def2-TZVPD RIJCOSX def2/J DEFGRID3
* xyz 1 1
Ag 0.7150 -1.8677 -0.0513
Se 3.2860 -1.8051 -0.3952
As -1.1034 1.3043 -0.3428
O -0.3977 0.0144 0.3955
N 4.0631 -2.1105 2.3494
N -0.4173 -3.7387 0.4158
N 3.8777 -0.0313 1.7803
C -5.5584 1.1331 1.1207
C -1.6026 2.2795 -3.0086
C 0.0888 2.9812 1.6200
C 4.2788 -0.0581 3.0978
C -0.4111 0.1838 -2.8976
C -1.7680 -5.6175 -0.7658
C -3.2031 1.2022 1.5686
C -5.3096 1.2538 -0.2377
C 4.3936 -1.3561 3.4538
C -1.0320 1.2496 -2.2638
C -4.5063 1.1105 2.0268
C 3.7400 -1.2918 1.3286
C -1.5502 2.2317 -4.3929
C 0.8679 4.0148 2.1127
C -0.3589 0.1393 -4.2826
C 3.5434 1.1487 1.0035
C 0.4634 3.7644 -0.6318
C -0.9304 1.1628 -5.0253
C -4.0062 1.3527 -0.7025
C -1.0417 -4.5448 -0.1116
C 3.9618 -3.5560 2.2882
C -2.9551 1.3309 0.2048
C -0.8232 -6.7931 -1.0717
C 1.2490 4.7940 -0.1328
C 1.4497 4.9190 1.2334
C -0.1195 2.8620 0.2481
H 1.7093 5.4972 -0.8144
H -0.0717 -6.4980 -1.8018
H -3.8126 1.4403 -1.7644
H 2.4825 1.1346 0.7503
H 0.0362 -0.6040 -2.3012
H -0.3439 2.2499 2.2910
H -2.0835 3.1117 -2.5059
H -2.5816 -5.9341 -0.1126
H -6.1327 1.2627 -0.9401
H 0.1290 -0.6882 -4.7800
H 4.5683 -3.9346 1.4686
H -2.2040 -5.2260 -1.6855
H -2.3730 1.1477 2.2609
H 2.0661 5.7220 1.6163
H -0.8900 1.1278 -6.1062
H -6.5766 1.0462 1.4768
H 0.3135 3.6623 -1.6994
H 1.0232 4.1128 3.1793
H 4.4506 0.8387 3.6656
H 4.6846 -1.7996 4.3890
H 2.9257 -3.8424 2.1086
H 3.7680 2.0352 1.5902
H -4.7004 1.0104 3.0863
H -1.9909 3.0273 -4.9789
H 4.3047 -3.9773 3.2289
H -1.3937 -7.6292 -1.4689
H -0.3101 -7.1145 -0.1672
H 4.1192 1.1593 0.0807
*
```

- E_LUMO: -1.82 eV
- ΔE to the lowest compared entry with this formula, charge and spin: 27.65 kJ/mol
- Kohn-Sham gap: 0.316 hartree



Total energy, respectively: -68757.548 -49353.609 -98587.007 -164113.006 eV.